(1)
{"formula": "C19H37Cl29N4O4P", "method": "the ωB97M-V functional and the def2-TZVPD basis", "e_homo_ev": -12.1, "gap_ev": 8.77, "total_energy_ev": -406888.958, "charge": 1, "multiplicity": 1, "symbols": ["C", "N", "N", "C", "P", "O", "O", "O", "N", "C", "N", "C", "C", "O", "Cl", "H", "H", "H", "H", "H", "H", "H", "H", "H", "C", "Cl", "Cl", "H", "H", "C", "Cl", "Cl", "H", "H", "C", "Cl", "Cl", "H", "H", "C", "Cl", "Cl", "H", "H", "C", "Cl", "Cl", "H", "H", "C", "Cl", "Cl", "H", "H", "C", "Cl", "Cl", "H", "H", "C", "Cl", "Cl", "H", "H", "C", "Cl", "Cl", "H", "H", "C", "Cl", "Cl", "H", "H", "C", "Cl", "Cl", "H", "H", "C", "Cl", "Cl", "H", "H", "C", "Cl", "Cl", "H", "H", "C", "Cl", "Cl", "H", "H"], "xyz": [[3.5822, -1.2840, 4.1055], [2.2696, -0.6602, 3.9751], [2.1168, 0.6834, 3.7823], [0.8000, 0.8859, 3.6589], [-0.1334, 2.4379, 3.3536], [-0.7350, 2.3043, 2.0348], [0.8188, 3.6751, 3.4609], [-1.1934, 2.4928, 4.5234], [0.1224, -0.2386, 3.7677], [1.0453, -1.2007, 3.9835], [0.7361, -2.4802, 4.1592], [-0.6290, -2.9563, 4.0669], [-1.5871, -2.1359, 4.8960], [-1.4116, -1.7825, 5.9996], [-3.0719, -1.7756, 4.0334], [3.4769, -2.3551, 3.9858], [4.2024, -0.9510, 3.2692], [4.0191, -1.0192, 5.0616], [2.8930, 1.3426, 3.7289], [0.9711, 3.9958, 4.3633], [-1.1174, 1.7296, 5.1160], [1.4710, -3.1479, 4.3074], [-0.6528, -3.9671, 4.4695], [-0.9448, -3.0425, 3.0319], [-5.4275, -1.4182, 1.0069], [-4.2811, -2.7077, 0.6324], [-6.7346, -1.3753, -0.1804], [-5.8517, -1.5981, 1.9882], [-4.9083, -0.4674, 0.9867], [-7.3419, -4.0646, -2.9843], [-8.7331, -3.5730, -3.9602], [-7.2764, -5.8187, -2.7723], [-6.4393, -3.7439, -3.4831], [-7.4198, -3.6012, -2.0080], [0.7544, 0.6479, -0.0877], [1.7447, 2.0810, -0.3671], [1.7684, -0.7779, 0.2614], [0.1254, 0.8434, 0.7735], [0.1403, 0.4282, -0.9608], [-0.5516, -1.8871, -3.0762], [-1.5044, -3.2590, -3.6347], [-1.4685, -0.8672, -1.9480], [0.3286, -2.2571, -2.5635], [-0.2711, -1.2832, -3.9306], [0.3958, 5.3277, 0.3848], [1.3610, 5.1321, -1.0860], [0.2222, 7.0241, 0.8483], [-0.5891, 4.9118, 0.2106], [0.8881, 4.7981, 1.1916], [4.0233, 3.1419, -3.5658], [3.0896, 4.6346, -3.6689], [4.5876, 2.5928, -5.1490], [4.8899, 3.3167, -2.9388], [3.3931, 2.3723, -3.1353], [-8.7383, 1.8817, -0.9888], [-8.2902, 3.4408, -0.2896], [-10.1361, 1.1644, -0.1780], [-8.9813, 2.0286, -2.0347], [-7.8977, 1.2060, -0.8839], [-6.8349, -0.4488, -3.7531], [-6.5244, 1.1086, -4.5246], [-5.4626, -1.5574, -3.9069], [-7.0165, -0.2816, -2.6986], [-7.6981, -0.9062, -4.2205], [4.9857, 4.5522, 4.1680], [3.9156, 3.2290, 3.6283], [4.0795, 5.7668, 5.0580], [5.7502, 4.1319, 4.8086], [5.4216, 5.0019, 3.2848], [6.8756, 1.3069, 1.6529], [7.4869, 2.6083, 2.6702], [6.0078, 0.0716, 2.5998], [6.1912, 1.7163, 0.9199], [7.7169, 0.8279, 1.1675], [-4.4567, -6.9256, -4.8722], [-3.2437, -7.5372, -5.9996], [-4.4575, -5.1584, -4.7979], [-5.4356, -7.2539, -5.1990], [-4.2379, -7.3101, -3.8838], [8.0040, 0.9798, -6.1962], [8.8938, -0.4607, -5.6902], [8.9084, 2.4606, -5.8552], [7.8212, 0.9202, -7.2620], [7.0673, 1.0178, -5.6546], [9.8694, 4.9484, -3.1816], [10.3111, 6.4419, -2.3520], [8.6381, 4.0378, -2.2932], [9.4717, 5.1966, -4.1581], [10.7517, 4.3276, -3.2760], [-4.8992, -6.3433, 1.9140], [-4.3858, -5.0509, 3.0127], [-6.0207, -7.4612, 2.6883], [-5.3909, -5.8885, 1.0615], [-4.0217, -6.8935, 1.5976]], "lowdin_charge": [0.01, -0.03, 0.16, -0.26, 0.44, -0.23, -0.12, -0.06, 0.21, -0.31, 0.12, -0.14, -0.84, 0.09, 0.71, 0.10, -0.03, 0.11, 0.04, 0.10, 0.10, 0.15, 0.15, 0.12, -0.99, 0.48, 0.57, 0.03, 0.03, -1.07, 0.54, 0.51, -0.10, -0.01, -1.02, 0.54, 0.49, -0.02, -0.07, -0.99, 0.52, 0.55, 0.02, 0.03, -1.04, 0.46, 0.52, 0.03, -0.02, -1.02, 0.50, 0.53, 0.02, 0.00, -1.05, 0.51, 0.51, 0.02, -0.03, -1.03, 0.53, 0.55, -0.04, 0.00, -0.99, 0.57, 0.56, 0.02, 0.03, -0.96, 0.55, 0.57, 0.03, 0.03, -1.03, 0.52, 0.50, 0.02, 0.02, -1.03, 0.51, 0.50, 0.03, -0.02, -1.05, 0.52, 0.47, 0.01, 0.03, -1.03, 0.45, 0.53, 0.02, 0.03]}

=====

(2)
{"formula": "C19H37FIrN3OSSi", "method": "the ωB97M-V functional and the def2-TZVPD basis", "e_homo_ev": -13.8, "gap_ev": 6.79, "total_energy_ev": -51077.136, "charge": 2, "multiplicity": 1, "symbols": ["Ir", "C", "C", "N", "C", "C", "S", "C", "C", "N", "H", "H", "H", "H", "H", "H", "H", "H", "H", "H", "H", "H", "H", "H", "C", "Si", "C", "C", "N", "C", "C", "C", "C", "C", "C", "F", "H", "H", "H", "H", "H", "H", "H", "H", "H", "H", "H", "H", "H", "C", "C", "O", "C", "C", "H", "H", "H", "H", "H", "H", "H", "H", "H", "H"], "xyz": [[0.6071, 0.0540, 0.1020], [3.2412, 0.3257, -1.4437], [3.3621, 1.3751, -0.3667], [2.0045, 1.6417, 0.1967], [2.0501, 2.1229, 1.6047], [2.4162, 0.9737, 2.5378], [1.6655, -0.6044, 1.9707], [3.1026, -1.4802, 1.2276], [2.8486, -1.8420, -0.2266], [2.2751, -0.7256, -1.0199], [4.2203, -0.1069, -1.6584], [2.8570, 0.7620, -2.3622], [3.7923, 2.3004, -0.7504], [4.0026, 1.0361, 0.4440], [1.5627, 2.3655, -0.3691], [1.0564, 2.4988, 1.8421], [2.7632, 2.9449, 1.6977], [2.0245, 1.1589, 3.5362], [3.4887, 0.8154, 2.6389], [3.2482, -2.3901, 1.8087], [3.9852, -0.8609, 1.3691], [2.1341, -2.6627, -0.2722], [3.7846, -2.1887, -0.6714], [1.8662, -1.1141, -1.8652], [-0.3413, -3.0753, 1.4326], [-1.5661, -1.7049, 1.8133], [-3.1831, -2.2861, 1.0785], [-1.5630, -1.3991, 3.6593], [-1.1391, -0.1619, 0.9244], [-2.1726, 0.8247, 0.8719], [-3.2721, 0.8139, 1.7455], [-4.2134, 1.8273, 1.7500], [-4.0911, 2.9137, 0.8951], [-3.0041, 2.9803, 0.0382], [-2.0965, 1.9499, 0.0541], [-1.0130, 2.0531, -0.7757], [-0.8275, -4.0142, 1.7140], [0.5887, -3.0375, 2.0004], [-0.1136, -3.1553, 0.3655], [-3.7935, -2.7505, 1.8571], [-2.9993, -3.0477, 0.3182], [-3.7746, -1.4954, 0.6217], [-0.6508, -1.7784, 4.1244], [-2.4029, -1.9068, 4.1392], [-1.6415, -0.3373, 3.9009], [-3.3975, -0.0002, 2.4439], [-5.0475, 1.7703, 2.4355], [-4.8256, 3.7065, 0.9007], [-2.8566, 3.8132, -0.6363], [-0.7615, -1.8910, -3.6349], [-0.9739, -1.0525, -2.3924], [-0.0167, 0.0420, -2.2629], [-0.3047, 1.0697, -3.2516], [0.7343, 2.1626, -3.2628], [-1.4057, -2.7688, -3.5790], [0.2711, -2.2397, -3.7085], [-1.0147, -1.3643, -4.5524], [-0.8405, -1.6641, -1.5017], [-1.9823, -0.6328, -2.3520], [-1.2979, 1.4705, -3.0486], [-0.3225, 0.5826, -4.2247], [0.7980, 2.6813, -2.3069], [0.4398, 2.9074, -4.0025], [1.7163, 1.7955, -3.5620]], "nbo_charge": [0.96, -0.25, -0.25, -0.55, -0.24, -0.56, 0.57, -0.55, -0.25, -0.58, 0.24, 0.24, 0.25, 0.21, 0.42, 0.24, 0.24, 0.28, 0.25, 0.28, 0.24, 0.24, 0.24, 0.43, -1.15, 1.81, -1.15, -1.17, -0.98, 0.02, -0.16, -0.21, -0.17, -0.26, 0.35, -0.36, 0.28, 0.22, 0.23, 0.27, 0.25, 0.26, 0.25, 0.27, 0.25, 0.22, 0.24, 0.24, 0.25, -0.65, -0.07, -0.61, -0.06, -0.63, 0.25, 0.21, 0.23, 0.19, 0.20, 0.20, 0.20, 0.19, 0.26, 0.21]}

=====

(3)
{"formula": "C19H37GaN10O6PS", "method": "the ωB97M-V functional and the def2-TZVPD basis", "e_homo_ev": -11.2, "gap_ev": 9.05, "relative_energy_kcal_mol": 0.00, "total_energy_ev": -119990.003, "charge": 1, "multiplicity": 1, "symbols": ["Ga", "C", "N", "C", "C", "N", "N", "C", "N", "N", "H", "H", "H", "H", "H", "H", "H", "H", "H", "H", "H", "C", "N", "C", "N", "C", "N", "C", "P", "C", "C", "H", "H", "H", "H", "H", "H", "H", "H", "H", "H", "H", "H", "C", "C", "C", "C", "C", "C", "O", "N", "C", "O", "N", "C", "O", "H", "H", "H", "H", "H", "H", "H", "H", "H", "H", "H", "C", "S", "O", "O", "O", "H", "H", "H"], "xyz": [[0.5200, 0.6383, 0.3287], [4.8656, 0.4074, -1.5709], [4.5451, 1.5293, -0.6894], [5.5981, 2.4411, -0.2700], [3.2626, 1.7047, -0.3194], [2.3038, 0.8696, -0.5792], [3.0198, 2.8794, 0.3815], [1.7857, 3.3914, 0.7256], [1.8460, 4.5681, 1.3961], [0.6986, 2.7932, 0.3655], [5.9051, 0.4988, -1.8694], [4.2432, 0.4378, -2.4646], [4.7186, -0.5516, -1.0748], [6.5537, 1.9790, -0.4960], [5.5846, 2.5830, 0.8145], [5.5506, 3.4080, -0.7769], [2.6039, 0.0355, -1.0887], [3.8210, 3.4326, 0.6300], [2.6817, 4.7670, 1.9224], [1.0015, 4.8473, 1.8690], [-0.1025, 3.2515, 0.7874], [-4.3111, 2.3778, -1.1106], [-3.2468, 2.8242, -2.0139], [-3.2737, 1.9939, -3.2194], [-3.1783, 0.5580, -2.9527], [-4.2428, 0.1836, -2.0170], [-4.2461, 0.9578, -0.7747], [-3.0815, 0.6411, 0.0512], [-1.5365, 1.0461, -0.8555], [-1.9398, 2.7709, -1.3605], [-1.8572, 0.1909, -2.4443], [-5.2661, 2.5666, -1.6028], [-4.2761, 2.9722, -0.1962], [-2.4606, 2.2936, -3.8826], [-4.2180, 2.1754, -3.7344], [-4.1567, -0.8781, -1.7785], [-5.1980, 0.3446, -2.5189], [-3.0666, -0.4156, 0.3125], [-3.0978, 1.2002, 0.9888], [-1.1636, 3.1551, -2.0257], [-1.9598, 3.4129, -0.4771], [-1.8035, -0.8870, -2.2873], [-1.0852, 0.4484, -3.1730], [0.7723, -3.3993, 2.8386], [-0.5230, -3.7643, 2.1321], [-0.5312, -3.4174, 0.6335], [-1.9068, -3.7702, 0.0214], [-1.9394, -3.7913, -1.4982], [0.5260, -4.2404, -0.0736], [0.5835, -5.4403, 0.0286], [1.4232, -3.5538, -0.8680], [1.5520, -2.1824, -0.9869], [2.4628, -1.7288, -1.6625], [0.6602, -1.3826, -0.3100], [-0.2863, -1.9329, 0.4840], [-0.9619, -1.1254, 1.1281], [0.7208, -3.6619, 3.8952], [0.9850, -2.3293, 2.7739], [1.6236, -3.9397, 2.4188], [-1.3728, -3.2476, 2.5816], [-0.7120, -4.8358, 2.2046], [-2.6236, -3.0545, 0.4320], [-2.1845, -4.7488, 0.4149], [-1.4988, -2.8926, -1.9370], [-2.9611, -3.8692, -1.8691], [-1.3856, -4.6438, -1.8930], [2.1200, -4.1015, -1.3546], [0.1625, 0.1700, 4.4369], [0.5971, 1.1400, 3.0557], [1.3688, 2.2657, 3.5048], [-0.6152, 1.4552, 2.2806], [1.3543, 0.2164, 2.1149], [-0.3130, 0.8293, 5.1591], [1.0767, -0.2502, 4.8509], [-0.5146, -0.6166, 4.1139]], "lowdin_charge": [0.33, -0.01, -0.13, -0.03, -0.35, 0.16, 0.19, -0.46, 0.19, 0.09, 0.09, 0.10, 0.10, 0.10, 0.10, 0.10, 0.04, 0.12, 0.12, 0.12, 0.08, -0.18, -0.14, -0.18, -0.14, -0.17, -0.14, -0.26, 1.07, -0.29, -0.27, 0.13, 0.13, 0.13, 0.13, 0.13, 0.13, 0.09, 0.11, 0.10, 0.09, 0.07, 0.11, -0.06, -0.16, -0.30, -0.15, -0.06, -0.42, 0.13, 0.23, -0.47, 0.05, 0.14, -0.44, -0.01, 0.09, 0.06, 0.09, 0.12, 0.13, 0.12, 0.13, 0.05, 0.08, 0.09, 0.17, -0.11, 0.49, -0.29, -0.36, -0.30, 0.08, 0.08, 0.07]}